(1)
Below is 12 unconnected molecules or ions with the total composition C32H88O12 in a non-equilibrium geometry, with properties calculated with ωB97M-V/def2-TZVPD.

```
132
Properties=species:S:1:pos:R:3:mulliken_spin:R:1
O -0.03336 1.14444 -0.11856 0.189
O 2.64780 -3.13257 1.73505 0.005
O -2.08896 -3.46151 -2.71644 0.001
O 2.38502 5.65073 -2.91047 0.001
O 1.84961 4.03006 4.01168 0.001
O -5.45585 3.03682 -2.33562 0.000
O 2.90235 0.94798 0.06888 0.495
O -4.84065 -1.67808 3.36888 0.000
O 1.23797 1.88025 -5.82721 0.026
O 2.66514 -1.85830 -0.70361 0.057
O -0.90712 -3.96302 4.41991 0.000
O 0.58132 -4.78835 2.13966 0.000
C -0.98755 -6.46843 1.53125 0.000
C 2.48944 1.44290 -3.90333 0.024
C -1.23865 -4.04566 0.83091 0.004
C 4.17399 2.71084 0.92542 0.022
C -0.62950 -0.15403 -0.00885 0.021
C 2.47503 -1.97036 2.49985 -0.009
C -4.55486 -1.09226 1.04314 0.000
C -0.53510 3.54669 4.04011 0.001
C -1.84080 -2.25903 -3.37124 0.001
C -3.96394 -1.18359 2.40908 0.000
C -0.43998 -1.62713 4.60700 0.000
C 4.22749 1.27756 0.30021 -0.031
C 2.19528 -2.17389 -2.99848 0.005
C -0.43148 -3.08892 6.58665 0.000
C -1.50889 -2.81858 -4.78841 0.000
C 0.80488 3.38420 3.25654 -0.002
C 1.08254 1.27982 -4.54932 0.005
C 2.77491 -4.14964 -1.55451 0.011
C 1.33194 1.94943 3.04657 0.008
C -3.14990 -1.43783 -3.40574 0.000
C 2.10763 -2.78170 -1.61040 -0.006
C -3.53212 1.79654 -1.58955 0.002
C -0.26552 -5.18036 1.07987 0.000
C 1.95009 6.71152 -0.84777 0.000
C -4.14112 2.66551 -2.71740 0.000
C -3.31634 3.97059 -2.90917 0.000
C -0.05787 2.03711 -3.77454 0.010
C -3.57284 0.21600 2.86376 0.001
C 4.97669 1.26364 -1.04056 0.095
C 1.43209 4.25308 -1.29399 0.011
C -0.07316 -3.00442 5.06594 0.000
C 2.40045 5.41495 -1.54269 -0.001
H -0.45008 -3.07412 -4.82999 0.000
H 2.84253 0.11978 -0.41288 -0.017
H -3.59722 -1.39416 -2.41272 0.000
H 3.22474 -2.05039 -3.33471 -0.001
H -3.88630 -0.60125 0.33601 0.000
H 3.66165 3.39540 0.24942 -0.002
H -4.74754 -2.07995 0.62426 0.000
H 0.98525 -3.18825 4.88133 0.000
H 5.92075 1.79356 -0.91397 0.006
H -1.36547 3.14654 3.45833 0.000
H 3.24663 -1.24862 2.23186 0.003
H -0.36958 -1.40619 3.54195 -0.001
H 2.76627 7.43151 -0.78808 0.000
H -0.13115 1.84743 -2.70367 -0.008
H -3.99732 0.81628 -1.69340 0.000
H 0.92447 1.11159 -0.06318 0.008
H -1.67415 -0.15193 -0.31997 0.005
H -1.36931 -4.06790 -2.90616 0.000
H -3.85624 -1.92981 -4.07442 0.000
H -3.03497 -1.74904 2.33580 0.000
H -2.13615 -3.67155 -5.04743 0.000
H -0.29415 -7.15224 2.02084 0.000
H -0.15474 -4.05182 7.01598 0.000
H -1.45158 -1.36807 4.91951 0.000
H 0.17894 -0.89810 5.13002 0.000
H 1.42728 1.86344 1.96416 -0.017
H -1.77469 -3.94517 4.83055 0.000
H -2.60727 0.51383 2.45501 -0.001
H 1.14938 4.11307 -0.25064 0.002
H -1.01692 1.70661 -4.17341 -0.001
H 2.57053 -2.14510 3.57151 0.001
H 1.50682 6.46253 0.11639 0.000
H 1.10360 7.14159 -1.38311 0.000
H 2.48332 1.13681 -2.85721 -0.012
H -3.49180 0.24878 3.95025 0.000
H 2.27749 -4.83491 -2.24087 0.000
H 2.77236 -2.25287 0.16496 -0.004
H -3.91346 4.77505 -3.33857 0.000
H -0.52383 -0.44693 1.03573 0.013
H -2.96778 -0.45482 -3.84004 0.000
H 0.80557 0.23644 -4.70009 -0.001
H 0.56767 1.27373 3.43054 0.003
H -0.79265 4.57558 4.29143 0.000
H -2.91798 4.34560 -1.96642 0.000
H -1.57702 -7.04987 0.82234 0.000
H 1.68263 -1.21334 -2.94715 -0.002
H -1.68852 -2.04839 -5.53850 0.000
H 0.70737 3.80847 2.25724 0.000
H 2.82486 -4.61931 -0.57216 0.000
H 0.41608 -5.46062 0.27676 0.000
H 4.64582 0.60720 1.05102 0.096
H -1.48044 -2.91068 6.82332 0.000
H -2.44562 1.75457 -1.66596 -0.004
H -2.48291 3.79721 -3.58994 0.000
H 2.67605 2.50152 -3.72278 -0.001
H -1.08319 -1.59936 -2.94819 0.000
H 0.02788 -4.68229 2.91687 0.000
H 0.44525 4.48541 -1.69433 0.000
H 0.12501 -2.31841 7.12025 0.000
H 3.77059 -3.98087 -1.96467 0.000
H -0.74288 -3.07769 0.75791 -0.003
H 2.24257 1.71782 3.59903 0.001
H -3.73088 2.16288 -0.58238 0.000
H 3.39211 5.08208 -1.23623 0.000
H 4.48898 1.75319 -1.88352 -0.002
H -0.50602 2.95905 4.95768 0.000
H 3.25696 0.81885 -4.36113 0.000
H -0.14660 -0.89537 -0.64549 -0.010
H 3.55948 2.58363 1.81665 0.001
H 1.05713 -2.92304 -1.35629 0.007
H -5.58592 -1.08774 3.50182 0.000
H -2.02949 -3.94241 1.57388 0.000
H 1.55393 -1.39861 2.38681 0.002
H 2.41540 6.60777 -2.97943 0.000
H 1.72691 3.29131 -1.71372 -0.008
H 5.24107 0.27578 -1.41784 -0.001
H -4.15227 2.09907 -3.64859 0.000
H 1.65575 -2.76676 -3.73708 0.001
H -1.71832 -6.23196 2.30466 0.000
H 1.92475 -3.75182 1.85887 0.000
H -5.89339 3.42609 -3.09629 0.000
H 5.19419 3.01291 1.16219 -0.001
H -4.30008 1.00118 2.65713 0.000
H 0.00246 3.11747 -3.90599 0.001
H 1.30159 2.83526 -5.75291 -0.001
H 1.50101 4.87877 4.29412 0.000
H -5.46979 -0.54470 1.26937 0.000
H -1.82205 -4.25939 -0.06468 0.000
```

Computed properties:
frontier orbital gap (spin up / spin down) = 10.21 / 2.72 eV
total energy = -59169.220 eV
spin multiplicity = 2
net charge = +1
lowest unoccupied orbital energy (spin up / spin down) = -1.723 / -9.212 eV

(2)
Below is a single C5H11NO2 molecule in a non-equilibrium geometry, with properties calculated with ωB97M-V/def2-TZVPD.

```
19
Properties=species:S:1:pos:R:3:mulliken_charge:R:1
O 0.89163 0.55174 2.09196 -0.629
O 2.60194 0.77780 -1.46740 -0.547
N -1.14889 0.58372 1.15486 -0.112
C 0.11688 0.04225 1.30448 0.456
C 0.52831 -0.43716 -1.13954 -0.351
C -2.28139 -0.21314 0.74043 -0.860
C 1.19302 0.91070 -1.26359 -0.564
C 0.53366 -0.99009 0.29339 -0.857
H 1.52992 -1.34301 0.59567 0.385
H 0.04975 -1.96877 0.35325 0.367
H 0.90619 -1.19669 -1.82019 0.344
H -2.88685 0.31928 0.00443 0.268
H -0.52830 -0.33476 -1.42216 0.254
H -1.95362 -1.12102 0.24950 0.313
H -2.95852 -0.46125 1.55673 0.297
H 2.96401 0.43197 -0.64538 0.332
H 0.75553 1.56396 -2.01792 0.385
H -1.34295 1.27600 1.86210 0.275
H 1.02967 1.60847 -0.43062 0.246
```

Computed properties:
frontier orbital gap = 10.52 eV
relative energy (zero: lowest compared OMol25 entry of this formula, charge and spin) = 1.028 eV
total energy = -10948.239 eV
spin multiplicity = 1
net charge = 0
lowest unoccupied orbital energy = 0.804 eV
SMILES = CNC(=O)CCCO